Model P:
The following is a DFT calculation (ωB97M-V with the def2-TZVPD basis set) of a 2-piece molecular cluster, C3H9NO2 overall.

Last column: Mulliken charge in e.
Element x y z (Å)
C -0.39561 1.28459 2.11041  -0.95
C -1.06253 0.28816 1.27402  -0.35
C -0.05930 -0.60587 0.30550  0.58
N 0.73927 -1.43407 1.08290  -0.32
O -0.11209 -0.59435 -0.90054  -0.22
H -0.28888 2.18737 1.47786  0.34
H -1.05706 1.58510 2.91110  0.33
H 0.69757 1.30484 2.54700  0.33
H -1.52353 0.74966 0.36840  0.27
H -1.83476 -0.29640 1.86214  0.38
H 0.71244 -1.39059 2.07653  0.25
H 1.21187 -2.31617 0.73380  0.30
H 0.41603 -0.03437 -2.96385  0.36
H 0.45307 1.51535 -3.11829  0.30
O 0.75496 0.71091 -3.55128  -0.60

Lowest unoccupied orbital energy (spin up / spin down), eV: -4.63 / -9.92
E_HOMO (spin up / spin down), Ha: -0.525 / -0.524
<S²>: 0.758
Net charge: +1
Frontier orbital gap (spin up / spin down), hartree: 0.3547 / 0.1594
Multiplicity: 2


Model Q:
The following is a DFT calculation (ωB97M-V with the def2-TZVPD basis set) of a 2-piece molecular cluster, C3H9NO2 overall.

Last column: Mulliken charge in e.
Element x y z (Å)
C -1.75077 -0.79377 -1.28168  -0.73
N -0.42485 -0.31506 -1.75432  -0.60
H -1.80416 -1.87549 -1.36498  0.33
H -1.90766 -0.54063 -0.23674  0.23
H -2.58067 -0.35963 -1.84243  0.34
H -0.19252 -0.83679 -2.59275  0.28
H 0.44556 -0.48795 -0.50774  0.42
H -0.51079 0.65362 -2.04496  0.27
O -0.29834 -0.27989 1.92502  -0.11
C 0.78368 0.03208 1.38296  0.84
O 1.15193 -0.55397 0.31165  -0.39
C 1.63581 1.12030 1.93452  -0.89
H 1.40167 2.01948 1.35124  0.29
H 1.37538 1.35965 2.96279  0.37
H 2.67572 0.85804 1.75743  0.35

Lowest unoccupied orbital energy (spin up / spin down), eV: -4.28 / -9.00
E_HOMO (spin up / spin down), Ha: -0.571 / -0.570
<S²>: 0.755
Net charge: +1
Frontier orbital gap (spin up / spin down), hartree: 0.4134 / 0.2391
Multiplicity: 2


Model R:
The following is a DFT calculation (ωB97M-V with the def2-TZVPD basis set) of a 2-piece molecular cluster, C3H9NO2 overall.

Last column: Mulliken charge in e.
Element x y z (Å)
O -1.13496 0.16351 1.12831  -0.20
C -0.07155 -0.45175 1.11804  0.82
O 0.50757 -0.96183 0.03047  -0.34
C 0.76880 -0.64408 2.35654  -0.90
H 1.07495 -1.64957 2.45811  0.34
H 1.65718 0.01973 2.33744  0.30
H 0.17740 -0.36383 3.32608  0.34
C 0.48406 1.26046 -2.24006  -0.70
N -0.70969 0.38872 -1.87086  -0.61
H 0.33988 2.11498 -2.90223  0.34
H 0.91746 1.59901 -1.31108  0.28
H 1.24902 0.61807 -2.75015  0.31
H 0.07274 -0.66427 -0.78905  0.50
H -1.23094 0.11743 -2.68946  0.25
H -1.35866 0.88618 -1.26099  0.28

Lowest unoccupied orbital energy (spin up / spin down), eV: -4.14 / -9.76
E_HOMO (spin up / spin down), Ha: -0.575 / -0.549
<S²>: 0.758
Net charge: +1
Frontier orbital gap (spin up / spin down), hartree: 0.4227 / 0.1908
Multiplicity: 2


Decreasing stability: model Q, model R, model P